Record 1
C24H29AsN6O3RuS2Si as an isolated structure at a distorted geometry, computed with the ωB97M-V functional and the def2-TZVPD basis.

Geometry as ORCA input:
```
! wB97M-V def2-TZVPD RIJCOSX def2/J DEFGRID3
* xyz 1 6
Ru -0.81698 -1.30955 0.08297
N -3.70381 -4.44852 -0.54036
C -3.34780 -3.39532 0.26555
N -2.25421 -2.89146 -0.23025
C -1.91874 -3.59535 -1.32909
N -2.81979 -4.55344 -1.56872
C -0.61240 -3.46803 -1.94328
C -0.19978 -4.20965 -3.04383
N 1.08328 -4.22506 -3.37856
C 1.86092 -3.24222 -2.81689
C 1.44952 -2.33680 -1.89321
N 0.17480 -2.48464 -1.38680
H -4.59017 -5.03720 -0.49716
H -3.86642 -3.09359 1.23602
H -0.85221 -4.83072 -3.62798
H 2.86106 -3.17194 -3.25182
H 2.03972 -1.47968 -1.51076
C 3.82225 2.75265 -0.49198
As 2.31596 2.29652 0.74654
C 2.93132 3.07247 2.50640
C 1.14815 3.91787 0.41638
S 0.73012 -1.02746 1.57149
H 3.64994 2.36999 -1.49929
H 4.74568 2.38818 -0.06964
H 3.86138 3.87356 -0.56621
H 3.29178 4.07008 2.31966
H 3.74182 2.45405 2.85016
H 2.07009 3.12054 3.22261
H 1.57595 4.94486 0.51904
H 0.45046 3.87458 1.30098
H 0.67596 3.73368 -0.58582
C -1.72952 1.33851 1.79577
Si -1.02019 -0.28117 2.48992
C -2.36104 -1.35406 3.28998
C -0.36722 0.39117 4.13832
C -0.87873 1.48873 4.78399
C -0.35416 1.92111 6.01395
C 0.62834 1.15456 6.59401
C 0.99636 -0.09700 6.06349
C 0.60993 -0.42738 4.77070
H -1.96648 1.33843 0.75856
H -0.89189 2.06016 1.92831
H -2.65810 1.74941 2.34313
H -2.96068 -0.60261 3.84058
H -2.01439 -2.12236 4.02912
H -3.06954 -1.82615 2.67961
H -1.57614 2.22200 4.33369
H -0.71823 2.82967 6.47646
H 1.12967 1.56212 7.48041
H 1.57664 -0.83051 6.67178
H 1.01562 -1.30427 4.29831
O 2.10112 2.41312 -3.44992
S 0.61725 2.35667 -3.46395
O -0.12631 3.58053 -3.69112
N -0.02602 1.66271 -2.04261
C -0.69763 0.58030 -2.42040
O -1.36155 -0.25866 -1.63766
C -0.72166 0.23887 -3.87478
C -1.33697 -0.86780 -4.49316
C -0.83060 -1.29787 -5.73585
C 0.25173 -0.50545 -6.32784
C 0.65345 0.71076 -5.81017
C 0.08876 1.12575 -4.60610
H -2.21390 -1.34207 -4.07639
H -1.18604 -2.15861 -6.31472
H 0.59787 -0.85790 -7.24275
H 1.30241 1.34086 -6.39883
*
```

Summary:
- E_tot: -4902.34841 Ha
- E_LUMO (alpha / beta): -4.53 / -5.90 eV
- Frontier orbital gap (alpha / beta): 5.7 / 4.3 eV

Löwdin atomic charge list, values in e, 4 entries: 1.177 0.058 -0.087 -0.023


Record 2
A 2-piece molecular cluster, C24H29F6N4O overall at a distorted geometry, computed with the ωB97M-V functional and the def2-TZVPD basis.

Geometry as ORCA input:
```
! wB97M-V def2-TZVPD RIJCOSX def2/J DEFGRID3
* xyz 1 1
O 2.61110 -0.15559 -0.58447
C 2.55309 -1.30303 -0.17789
N 1.38225 -1.84203 0.32624
C 0.11934 -1.15226 0.14406
C -0.50732 -1.44959 -1.21779
C -0.89252 -2.93353 -1.41869
C -2.23543 -2.92686 -2.18193
C -2.59948 -1.44777 -2.38113
N -1.75480 -0.67286 -1.45144
N 3.65184 -2.15218 -0.22349
C 4.95877 -1.84047 -0.63146
C 5.88420 -2.87282 -0.75472
C 7.19132 -2.62068 -1.09538
C 8.13397 -3.79382 -1.27725
F 9.38776 -3.40733 -0.97555
F 7.73624 -4.78803 -0.45955
F 8.06423 -4.19701 -2.56036
C 7.60635 -1.31842 -1.30111
C 6.70713 -0.27446 -1.18393
C 7.20872 1.14113 -1.39683
F 6.20318 2.00477 -1.16811
F 8.22354 1.36655 -0.54020
F 7.64586 1.25378 -2.66525
C 5.38814 -0.53470 -0.86906
H 1.30928 -2.84824 0.49288
H -0.56821 -1.40958 0.95573
H 0.32026 -0.07987 0.23378
H 0.21891 -1.16602 -1.99662
H -0.11333 -3.48294 -1.95761
H -0.99601 -3.42331 -0.44683
H -2.16416 -3.46507 -3.13356
H -3.01198 -3.43514 -1.60160
H -2.40302 -1.13586 -3.41291
H -3.65826 -1.25809 -2.17532
H -1.55942 0.27850 -1.77778
H 3.48522 -3.09923 0.10000
H 5.58910 -3.89189 -0.57660
H 8.63647 -1.11073 -1.55160
H 4.68022 0.27613 -0.80034
C -0.66499 2.30796 2.34153
N -2.02224 2.52922 1.82957
C -2.24752 3.85707 1.24673
C -3.07468 1.83356 2.38088
C -4.44349 2.03127 2.05242
C -4.87672 2.29084 0.72981
C -6.20477 2.50405 0.44853
C -7.16357 2.50517 1.46135
C -8.59587 2.79151 1.15228
C -6.75275 2.25178 2.76991
C -5.43760 1.99441 3.05924
H 0.04425 3.00373 1.89323
H -0.65519 2.45243 3.42108
H -0.33289 1.29370 2.12612
H -1.38388 4.50302 1.39066
H -2.45753 3.78917 0.18294
H -3.09761 4.32646 1.73683
H -2.84756 1.24680 3.25694
H -4.15577 2.27787 -0.06548
H -6.52028 2.67592 -0.56681
H -9.21525 2.74273 2.05147
H -8.71153 3.79141 0.72691
H -8.99628 2.07280 0.43296
H -7.48276 2.28248 3.56076
H -5.13609 1.81313 4.07388
*
```

Summary:
- E_tot: -1825.21218 Ha
- E_LUMO: -4.85 eV
- Frontier orbital gap: 5.7 eV
- Energy relative to the best compared isomer or geometry (same formula, charge and spin): 1.3 kcal per mole

Löwdin atomic charge list, values in e, 4 entries: 0.057 -0.509 0.064 -0.175


Record 3
C24H29MgNS5Te as an isolated structure, computed with the ωB97M-V functional and the def2-TZVPD basis.

Geometry as ORCA input:
```
! wB97M-V def2-TZVPD RIJCOSX def2/J DEFGRID3
* xyz 0 1
Mg 1.17886 -0.37990 -0.75762
C -1.19944 2.88045 0.73041
C -2.42861 2.00027 0.95801
S -2.55610 0.60811 -0.20240
C -3.56122 -0.51500 0.80750
C -2.87191 -1.04141 2.08018
S -1.08217 -1.08108 1.82228
C -0.51255 -1.57201 3.46011
C 1.01245 -1.72475 3.44149
S 1.93446 -0.53556 2.42306
C 1.56997 1.04142 3.26954
C 0.29580 1.77608 2.84320
S 0.40080 2.10750 1.08387
H -1.27350 3.76551 1.36469
H -1.13231 3.20092 -0.30978
H -3.32723 2.60985 0.85023
H -2.41012 1.60075 1.97231
H -3.77857 -1.34006 0.12964
H -4.50232 -0.02843 1.06337
H -3.23362 -2.04277 2.31651
H -3.08029 -0.39805 2.93813
H -0.97986 -2.51409 3.75116
H -0.81018 -0.80519 4.18022
H 1.29699 -2.68939 3.01988
H 1.40841 -1.66271 4.45511
H 2.44408 1.65979 3.06316
H 1.54443 0.83821 4.34098
H 0.21529 2.72011 3.38693
H -0.58556 1.16955 3.03796
C -0.28256 -3.53698 -0.51516
C -0.24799 -2.99731 -1.91267
C -0.41954 -3.87443 -3.00560
C -0.29855 -3.39660 -4.27054
C -0.02057 -2.03190 -4.49125
C 0.14852 -1.51112 -5.79369
C 0.41322 -0.18406 -5.95041
C 0.49656 0.66429 -4.83018
C 0.32836 0.21145 -3.53991
S 0.37506 1.35658 -2.19876
C 0.08743 -1.19395 -3.36002
N -0.01767 -1.71181 -2.08106
H -0.41177 -4.61741 -0.51610
H -1.09263 -3.08383 0.05389
H 0.65486 -3.29856 -0.00421
H -0.62092 -4.92002 -2.81803
H -0.40208 -4.05503 -5.12555
H 0.07657 -2.17943 -6.64334
H 0.55899 0.22881 -6.94091
H 0.69686 1.71843 -4.97054
Te 3.41780 -1.57409 -1.55782
C 4.59370 -1.67081 0.20446
C 4.92401 -2.90979 0.75514
C 5.74496 -2.99171 1.87492
C 6.25388 -1.83781 2.45647
C 5.92872 -0.60108 1.91576
C 5.10708 -0.51755 0.79801
H 4.53541 -3.81385 0.30372
H 5.99047 -3.96256 2.28968
H 6.90198 -1.90230 3.32176
H 6.32605 0.30504 2.35829
H 4.86410 0.45173 0.38134
*
```

Summary:
- E_tot: -3445.83198 Ha
- E_LUMO: 0.07 eV
- Frontier orbital gap: 6.9 eV
- Energy relative to the best compared isomer or geometry (same formula, charge and spin): 11.3 kcal per mole

Löwdin atomic charge list, values in e, 4 entries: 0.119 -0.511 -0.520 0.819